Entry 1:
This record from OMol25 describes a molecular structure, C3AuO2 in a non-equilibrium geometry. The level of theory is ωB97M-V with the def2-TZVPD basis set.

E_HOMO (spin up / spin down): -15.852 / -15.820 eV
lowest unoccupied orbital energy (spin up / spin down): -0.2284 / -0.3248 Eh
F_max: 0.084 hartree/bohr
DFT total energy: -10880.718 eV
energy above the lowest of the compared OMol25 structures with the same formula, charge and spin: 0.0 kJ/mol

Geometry as ORCA input:
```
! wB97M-V def2-TZVPD RIJCOSX def2/J DEFGRID3
* xyz 1 3
C 0.74 0.68 -1.54
C 0.36 1.48 -0.55
O -0.17 0.80 0.60
C -0.16 -0.52 0.46
O 0.28 -0.86 -0.67
Au -1.05 -1.58 1.70
*
```

Need the Mulliken charges? In units of e they are: number 1, C, carries 0.240; number 2, C, carries 0.189; number 3, O, carries -0.160; number 4, C, carries 0.933; number 5, O, carries -0.257; number 6, Au, carries 0.054

***

Entry 2:
This record from OMol25 describes C3BrF3 in the gas phase in a non-equilibrium geometry. The level of theory is ωB97M-V with the def2-TZVPD basis set.

E_HOMO (spin up / spin down): -9.678 / -8.266 eV
lowest unoccupied orbital energy (spin up / spin down): 0.0058 / -0.0661 Eh
F_max: 0.039 hartree/bohr
DFT total energy: -81297.089 eV
energy above the lowest of the compared OMol25 structures with the same formula, charge and spin: 246.3 kJ/mol

Geometry as ORCA input:
```
! wB97M-V def2-TZVPD RIJCOSX def2/J DEFGRID3
* xyz 0 1
C 2.74 0.38 -0.87
C -0.35 -0.55 0.93
C -1.52 -0.18 0.48
F 2.38 1.25 -1.75
F -2.33 -0.25 -0.58
F -2.22 0.26 1.51
Br 1.30 -0.91 0.29
*
```

Need the Mulliken charges? In units of e they are: number 1, C, carries -0.094; number 2, C, carries -0.339; number 3, C, carries 0.713; number 4, F, carries -0.067; number 5, F, carries -0.192; number 6, F, carries -0.184; number 7, Br, carries 0.163